[1]
# C5H23N2O7

7 unconnected molecules or ions with the total composition C5H23N2O7 in a non-equilibrium geometry (wB97M-V/def2-TZVPD, the Open Molecules 2025 dataset).

Geometry as XYZ:
```
37
Properties=species:S:1:pos:R:3:forces:R:3
H 0.518 -4.048 0.794 0.08 -0.06 -0.18
H 0.553 3.313 0.931 0.17 -0.02 0.14
C 1.506 -1.139 -0.880 0.08 1.15 1.08
C -0.636 -1.511 1.622 -1.59 -0.48 -1.42
H -2.100 2.767 -1.503 -0.37 0.29 0.05
H 1.687 0.259 -2.532 0.10 -0.49 0.27
H 2.608 -1.034 -0.733 -0.43 -0.41 -1.06
H -3.075 3.186 2.189 0.05 0.15 -0.27
H 2.565 -1.231 2.269 -0.55 0.98 -0.20
H -1.508 -0.406 0.089 -0.35 0.26 1.19
H -1.270 -1.091 2.431 1.47 0.02 0.28
H -2.459 0.352 -3.203 -0.37 0.21 -0.10
H 1.827 -3.191 -1.258 0.33 -0.48 0.07
C 1.081 -2.620 -0.721 -0.17 1.23 -0.69
O 0.984 3.844 1.627 0.01 0.28 -0.06
H -1.927 1.501 -0.783 -0.06 -0.14 0.15
H 2.029 -3.266 1.099 -0.07 0.19 -0.18
H 0.182 1.195 -0.440 -0.43 -0.02 0.81
O -2.173 2.417 -0.611 0.37 0.39 -0.18
O -2.830 2.345 1.802 -0.18 -0.62 -0.04
H -0.497 1.644 1.044 -0.13 -0.09 -0.31
H 1.533 3.168 2.033 -0.01 0.02 0.05
C 1.015 -3.070 0.724 -0.38 -0.63 0.39
N -1.432 -1.355 0.467 0.47 0.33 -1.88
O 0.326 1.444 0.582 0.47 0.01 -0.29
H -1.008 -1.703 -0.397 0.10 -0.69 0.70
N 0.360 -2.273 1.742 0.24 0.51 1.33
H -1.458 1.121 -2.434 -0.34 -0.32 -0.45
H 2.860 0.347 1.939 -0.95 -0.39 -0.04
H 1.274 -0.443 -0.037 -0.61 -1.17 -0.10
C 0.886 -0.365 -2.060 1.01 1.75 -1.26
H 0.165 -2.830 -1.313 0.20 0.22 0.55
H 0.581 -0.983 -2.913 -0.23 -0.63 0.21
H -2.824 2.410 0.806 -0.03 0.54 1.11
O 3.210 -0.524 2.125 1.31 -0.60 0.24
O -2.429 1.205 -2.750 0.88 -0.71 -0.63
O -0.126 0.566 -1.749 -0.09 -0.62 0.74
```
Positions in Å, forces in eV/Å.

Properties
* calculated total energy: -22871.16243 eV
* charge: -1
* LUMO level: 3.35 eV
* HOMO: -5.2 eV
* strongest force on any atom: 2.4 eV/A
* orbital gap: 0.315 Eh

Here are the Löwdin charges for atoms 1 to 8, given in e: 0.1095 -0.0012 -0.1965 -0.2798 0.0645 0.1000 0.1135 0.0156



[2]
# C23H56B2N14O27

13 unconnected molecules or ions with the total composition C23H56B2N14O27 in a non-equilibrium geometry (wB97M-V/def2-TZVPD, the Open Molecules 2025 dataset).

Geometry as XYZ:
```
122
Properties=species:S:1:pos:R:3:forces:R:3
C -2.165 -0.346 -1.041 1.04 -0.21 1.03
H 3.896 2.287 -2.962 -1.09 -0.90 1.49
H -0.992 -1.426 3.655 0.20 0.04 0.11
O 3.882 -4.536 -3.208 -1.12 0.57 1.19
N 3.095 8.991 -2.377 0.69 0.80 -0.01
O 6.024 2.899 4.452 -1.14 1.25 0.49
C -3.742 -5.331 2.223 -0.05 0.26 -0.33
H 1.862 8.105 -3.819 0.20 -0.07 0.13
H 1.572 3.852 1.377 0.41 0.04 -2.38
C 3.210 1.770 -2.167 0.25 -0.22 0.04
H 3.936 -0.093 -3.320 -2.36 0.49 1.19
H -1.323 2.796 -2.827 -0.11 -1.42 2.26
H 1.480 -6.190 2.845 0.09 0.21 -0.12
H 3.048 7.000 -3.028 -0.06 0.23 -0.09
N -2.802 -5.265 3.374 0.42 -0.16 0.92
C -1.923 1.721 1.629 -0.92 0.18 0.84
H -0.153 0.251 -1.931 -1.89 1.09 0.23
H 8.710 5.423 -0.052 -0.21 0.25 -0.01
C 2.989 0.186 -2.654 0.85 0.00 0.48
O -5.294 -6.419 -3.764 -1.69 0.35 0.39
O -1.691 0.336 -3.397 0.82 1.18 0.70
H 0.053 -5.131 2.584 0.34 -0.01 -0.16
C -5.522 -1.054 1.049 0.02 -0.33 -0.01
N -0.627 5.871 -1.447 0.05 -11.52 2.99
C 2.335 7.814 -2.879 -0.32 -0.22 0.16
H 7.278 5.654 -1.112 0.10 0.23 0.05
O 6.627 7.864 0.108 1.24 -1.21 0.70
C 8.062 6.154 -0.540 0.24 -0.26 -0.04
O 0.213 -5.460 0.204 1.70 -0.16 0.77
H -4.746 -5.135 2.606 0.18 -0.21 0.03
H -2.632 2.396 -1.531 2.49 -0.34 -0.47
C -0.625 4.613 -1.113 0.33 8.18 -2.23
O 0.537 -2.717 5.325 -1.10 1.26 0.49
C 1.908 3.739 0.263 1.18 -1.17 -0.30
H 4.495 4.190 2.781 0.19 0.08 0.11
O -2.885 -4.167 -0.671 -0.65 0.64 -1.43
H -6.252 -11.290 -1.972 -0.09 0.23 -0.10
H -1.842 -5.471 -2.406 -0.17 0.28 0.01
C 1.242 1.200 0.277 -0.96 -8.84 -0.01
O 1.215 3.154 -3.315 2.65 -0.16 2.31
C -0.589 2.996 -0.668 -0.48 2.17 -0.09
N 7.399 6.982 0.503 -0.36 0.48 0.69
H 3.276 8.418 2.029 0.02 -0.28 -0.20
B -1.261 3.010 0.866 0.04 1.24 1.78
H -2.325 2.071 2.696 0.90 -0.72 -2.32
N -3.153 -3.912 -1.851 -0.27 0.27 0.43
H -5.982 -5.137 -1.601 0.01 -0.19 -0.07
H 3.136 -3.383 -0.304 0.16 -0.13 -0.30
N -6.437 -6.222 -3.334 -0.01 -0.03 -1.01
O -4.355 0.048 2.737 -1.04 0.41 -1.36
C -1.259 0.637 -1.989 -0.37 -0.90 -1.07
H 3.598 8.301 0.265 0.20 -0.13 0.25
H 4.235 5.522 3.959 0.18 -0.31 0.02
C -6.965 -10.476 -1.823 -0.28 -0.23 0.09
H 4.394 -4.617 -0.654 -0.06 0.23 -0.16
H 3.758 1.760 -1.129 -0.90 0.05 -2.08
H -7.717 -10.753 -1.082 0.25 0.18 -0.12
H -5.114 -1.920 1.575 -0.02 0.32 -0.07
O -6.524 -8.850 -0.214 0.62 -0.32 -1.45
N 1.251 -0.072 0.578 0.11 11.61 -2.34
H -5.146 -1.014 0.024 -0.16 0.02 0.13
C 3.876 -3.732 -1.028 0.02 0.20 0.28
H -2.323 -1.435 -1.491 0.34 2.74 0.65
H -1.252 -0.094 4.832 0.17 -0.27 0.01
O -0.804 -1.592 6.664 0.92 -0.49 -1.49
O 1.947 -3.991 -2.308 1.78 -0.20 -0.23
H -1.537 -0.512 -0.040 -1.41 0.38 -2.14
C 4.936 4.767 3.597 -0.14 0.26 0.01
O 2.389 -5.698 0.453 -1.56 0.14 0.36
O -1.226 4.296 1.649 1.96 -3.22 -0.54
H -3.274 -5.240 -3.467 0.08 0.21 0.07
H 2.997 3.250 0.304 -2.36 1.18 -0.03
N -0.249 -1.796 5.578 0.13 -0.67 0.91
O -7.470 -6.181 -4.012 1.62 -0.20 0.75
H -6.613 -1.067 1.072 0.20 0.12 -0.11
O -2.995 -6.064 4.298 0.51 1.32 -1.35
H -1.267 0.982 -4.035 -0.56 -1.01 1.35
N 1.246 -5.500 0.882 -0.33 -0.12 -0.95
N 3.461 6.462 1.257 -0.41 -0.20 0.31
H 2.041 4.746 -0.321 -0.73 -2.04 1.31
O -5.309 -8.861 -2.052 -1.27 -0.53 1.26
H -1.904 -4.067 -3.525 -0.20 -0.05 0.09
O -3.925 -3.031 -2.246 0.87 -1.17 0.88
H -3.182 0.133 -0.716 1.85 -0.88 -0.96
O 7.667 6.727 1.683 -0.65 0.54 -1.53
N 3.176 -4.117 -2.283 -0.70 -0.26 -0.80
C -0.551 -0.849 4.470 -0.19 0.28 -0.08
H 8.648 6.827 -1.171 -0.24 -0.08 0.06
O 3.991 9.429 -3.108 -1.35 -0.53 1.31
H -3.455 -4.576 1.488 0.04 -0.23 0.26
H -3.670 -6.333 1.795 -0.09 0.14 0.17
H 4.580 -2.934 -1.274 -0.04 -0.23 -0.06
C 0.999 2.614 -0.584 0.40 0.05 1.10
H 3.041 -0.540 -1.708 -0.45 1.70 -2.11
H 5.878 5.229 3.293 -0.09 -0.19 -0.04
B 1.763 2.567 -2.078 0.36 -0.62 -1.32
O -5.453 1.260 1.261 0.70 -1.40 0.76
O 4.018 5.734 0.428 -0.59 0.66 1.13
H -0.608 4.116 2.443 -1.84 0.46 -1.52
H -7.630 -5.853 -1.632 0.24 -0.02 -0.21
C -2.490 -4.740 -2.894 0.29 -0.29 -0.07
H -2.908 1.403 1.034 2.34 0.47 1.24
H 4.913 7.958 1.451 -0.23 -0.05 -0.19
O 2.618 6.103 2.088 1.23 0.08 -1.29
N 5.238 3.820 4.704 0.19 -0.63 0.91
H -6.203 -6.912 -1.371 0.09 0.42 -0.11
C -6.576 -6.014 -1.868 -0.23 0.06 0.24
O 4.684 4.024 5.790 0.90 -0.49 -1.47
H 0.390 -0.387 4.166 -0.12 -0.21 -0.04
H 1.969 0.066 -3.226 2.19 0.01 1.02
H 1.583 7.537 -2.138 0.15 0.12 -0.14
C 3.841 7.900 1.252 -0.11 0.24 0.31
O -1.901 -4.420 3.321 -1.08 -1.09 0.34
O 2.776 9.440 -1.270 0.57 -0.32 -1.48
H 1.701 -4.415 2.615 -0.02 -0.23 -0.02
N -5.072 0.185 1.740 0.27 0.69 0.66
C 1.107 -5.293 2.349 -0.28 0.05 0.22
H -1.195 0.824 1.814 -1.49 1.53 -0.68
H -7.438 -10.185 -2.763 0.22 -0.06 0.10
H 2.015 3.471 -3.856 -1.80 -1.00 0.95
C -1.478 2.232 -1.787 -0.85 0.30 -0.47
N -6.205 -9.300 -1.321 0.54 0.42 0.26
```
Positions in Å, forces in eV/Å.

Properties
* calculated total energy: -102216.51881 eV
* charge: 0
* LUMO level: -0.66 eV
* HOMO: -10.3 eV
* strongest force on any atom: 11.9 eV/A
* orbital gap: 0.354 Eh

Here are the Löwdin charges for atoms 1 to 8, given in e: -0.0426 0.1038 0.0930 0.0442 -0.4100 0.0489 0.0408 0.1046



[3]
# C4H5ClN2

C4H5ClN2 in the gas phase in a non-equilibrium geometry (wB97M-V/def2-TZVPD, the Open Molecules 2025 dataset).

Geometry as XYZ:
```
12
Properties=species:S:1:pos:R:3:forces:R:3
C -0.629 -0.333 -1.173 -0.76 -0.67 -0.22
C 0.223 -1.237 -0.271 0.45 -1.01 -0.26
H 0.120 -1.123 1.837 0.35 -0.02 0.40
Cl 1.298 1.298 0.224 -0.17 0.60 0.59
H -0.989 -0.612 -2.198 0.91 0.49 0.97
H -2.492 0.705 -0.479 -0.61 0.43 0.02
H 1.475 -0.016 -1.637 0.21 -0.47 -0.27
N -0.414 -1.158 0.997 -0.55 -0.28 0.00
N -1.470 -0.284 0.993 -0.10 0.16 0.19
H 0.616 -2.240 -0.526 -0.16 0.83 -0.03
C 0.798 0.013 -0.808 0.00 -0.03 -1.14
C -1.660 0.108 -0.202 0.43 -0.04 -0.26
```
Positions in Å, forces in eV/Å.

Properties
* calculated total energy: -19729.61250 eV
* charge: 0
* LUMO level: 0.88 eV
* HOMO: -8.6 eV
* strongest force on any atom: 1.4 eV/A
* SMILES string: Cl[C@@H]1[C@@H]2C=NN[C@H]12
* orbital gap: 0.349 Eh

Here are the Löwdin charges for atoms 1 to 8, given in e: -0.1720 -0.2674 0.1164 0.6594 0.1500 0.0980 0.0873 -0.0428